Formula: C6H5Cl2NO
Source: the OMol25 dataset
Level of theory: ωB97M-V with the def2-TZVPD basis set

Structure (XYZ):
```
15
Properties=species:S:1:pos:R:3:forces:R:3:mulliken_charge:R:1
H 1.028162 -2.504957 1.878122 -0.1 0.2 -1.9 0.322
C -0.953370 1.075308 -0.739001 2.7 -2.4 -2.6 0.014
Cl -2.331826 1.801661 1.376756 0.7 -2.0 -0.6 -0.308
C 0.253431 0.612312 -1.365674 -1.1 0.0 1.4 0.360
Cl 0.752818 1.437363 -2.780146 0.4 -0.1 -0.4 -0.177
N 1.259924 -2.313416 0.849619 4.4 2.7 3.0 -0.679
O -1.509518 2.007408 -1.481090 -2.4 4.3 4.4 -0.515
C 1.008447 -0.355169 -0.809116 0.6 -3.9 0.3 -0.450
C -1.325112 0.480669 0.421657 0.1 1.8 2.1 0.418
H -0.699725 -0.718024 2.221007 -0.2 0.1 -2.5 0.189
H -1.744595 2.664773 -0.624861 -0.1 -1.5 -3.5 0.341
C 0.540641 -1.163583 0.405778 -0.8 3.7 -1.7 0.287
H 2.453247 -1.802981 1.112391 -4.4 -2.2 -1.3 0.341
H 1.837959 -0.685104 -1.533616 -0.9 0.2 1.9 0.278
C -0.570483 -0.536261 1.068176 1.2 -0.8 1.5 -0.421
```
Positions in Å, forces in eV/Å.

Results
E_LUMO ... 0.2 eV
Maximum force ... 6.59 eV Å⁻¹
Spin multiplicity ... 1
HOMO level ... -8.458 eV
Electronic energy ... -1281.89593 a.u.
Energy above the lowest of the compared OMol25 structures with the same formula, charge and spin ... 33.39 kJ/mol